1.
DFT (wB97M-V/def2-TZVPD) results for a molecular structure, C33H99O44P11 at a distorted geometry.

Atoms and positions in Å:
C  -1.8304  4.6104  0.6688
O  -1.2441  3.8986  -0.4428
P  -1.3185  4.6527  -1.7821
O  -2.5107  5.4796  -1.9786
O  -0.0352  5.5443  -1.9576
C  1.2952  4.7966  -1.8016
O  -1.2415  3.4633  -2.7894
C  -1.0464  3.7990  -4.2028
H  -1.1535  5.2953  1.1882
H  -2.1173  3.8251  1.4234
H  -2.7534  5.1242  0.4409
H  2.0227  5.3567  -1.2200
H  1.7089  4.7014  -2.7929
H  1.1899  3.8310  -1.3183
H  -0.1431  4.3861  -4.3608
H  -1.8707  4.4310  -4.4974
H  -1.0372  2.8326  -4.7415
C  -2.2465  -0.0874  -8.7738
O  -2.5360  -0.2490  -7.2975
P  -1.4433  -0.9796  -6.4341
O  -0.6402  -2.0216  -7.0521
O  -2.2373  -1.6589  -5.2500
C  -3.2384  -0.8493  -4.5787
O  -0.5762  0.1583  -5.8984
C  0.9048  0.1413  -5.7765
H  -1.2070  0.2021  -8.8682
H  -2.9194  0.6819  -9.1350
H  -2.4408  -1.0505  -9.2234
H  -3.1854  -1.0218  -3.5364
H  -4.2025  -1.1227  -4.9506
H  -3.1424  0.2209  -4.8008
H  1.2622  0.8198  -4.9491
H  1.2381  0.6249  -6.6773
H  1.2628  -0.8684  -5.6383
C  2.7053  5.7593  1.6633
O  1.5470  5.2962  2.1680
P  0.9984  5.3254  3.6434
O  -0.3634  4.8808  3.6682
O  2.0153  4.4644  4.4290
C  1.7977  4.0703  5.7891
O  1.2306  6.7640  4.2191
C  0.3495  7.8286  4.1246
H  3.4526  6.0643  2.4231
H  2.5301  6.6854  1.1116
H  3.1059  5.0081  0.9703
H  1.2993  3.0634  5.7626
H  1.1647  4.8222  6.2868
H  2.7676  4.0093  6.2582
H  -0.3060  7.7289  3.1781
H  1.0011  8.6977  3.9797
H  -0.2840  7.9346  5.0156
C  4.4613  0.0063  -0.2932
O  5.2138  1.0863  -0.9030
P  4.7628  2.5653  -1.2236
O  4.0631  3.2839  -0.1515
O  6.0344  3.1426  -1.9117
C  6.4422  4.4824  -2.0771
O  3.7399  2.4309  -2.4649
C  4.0828  1.8697  -3.6859
H  4.4108  0.1513  0.8147
H  4.9715  -0.9372  -0.5600
H  3.4417  0.0603  -0.6697
H  5.6169  5.1801  -2.0216
H  6.9770  4.5290  -2.9985
H  7.1213  4.6914  -1.2777
H  5.1537  2.0679  -3.8023
H  3.5260  2.4335  -4.4027
H  3.8702  0.8369  -3.7072
C  -4.1953  -0.8217  -0.1497
O  -4.4976  -0.3490  -1.4856
P  -5.7553  0.6342  -1.6914
O  -7.0801  0.0725  -1.4251
O  -5.5480  1.8869  -0.7176
C  -4.2592  2.5962  -0.7431
O  -5.4597  1.0777  -3.2204
C  -6.5461  1.0238  -4.1432
H  -3.5157  -1.6361  -0.1557
H  -5.0525  -1.2475  0.3700
H  -3.8458  0.0902  0.3611
H  -4.3492  3.6214  -1.1061
H  -3.5342  2.1343  -1.3996
H  -3.9279  2.5163  0.2656
H  -7.5367  0.9141  -3.6449
H  -6.4449  0.1874  -4.8808
H  -6.4316  1.9750  -4.6116
C  4.4004  2.4835  2.9937
O  4.0733  1.1215  2.8411
P  3.4504  0.3613  4.0414
O  2.3578  1.0933  4.7740
O  3.1916  -1.0534  3.4856
C  2.1166  -1.2215  2.4757
O  4.6132  0.0622  5.1077
C  5.6444  -0.8943  4.8760
H  3.5997  2.8539  3.6463
H  4.4911  3.0045  2.0199
H  5.3158  2.6858  3.5767
H  1.4252  -0.3506  2.6697
H  1.5864  -2.1357  2.7012
H  2.5877  -1.1554  1.4700
H  6.4044  -0.8087  5.6376
H  6.0996  -0.7216  3.8832
H  5.2199  -1.9085  4.9509
C  -0.5137  -6.1901  4.2957
O  0.8453  -6.3134  3.8558
P  1.7081  -5.0510  3.4485
O  1.3717  -4.2854  2.1797
O  1.6353  -4.1457  4.7483
C  0.7719  -3.1574  5.1626
O  3.1421  -5.7577  3.5064
C  4.1902  -4.9465  2.9688
H  -1.1317  -5.8113  3.4527
H  -0.5584  -5.5025  5.2046
H  -0.7939  -7.1757  4.5988
H  1.2703  -2.1906  5.1044
H  0.5475  -3.4451  6.2221
H  -0.1952  -3.1281  4.6368
H  3.9733  -4.6737  1.9464
H  5.0882  -5.5721  3.0352
H  4.4195  -4.1266  3.6044
C  -4.2275  -4.2648  1.7175
O  -3.6596  -3.8266  0.5093
P  -3.5154  -4.7310  -0.7797
O  -4.3554  -5.8791  -0.5932
O  -3.6788  -3.7718  -1.9607
C  -5.0679  -3.6132  -2.3177
O  -1.9552  -4.8249  -0.9205
C  -1.0344  -5.7887  -0.5214
H  -3.9240  -3.4997  2.4644
H  -3.8371  -5.2376  1.9986
H  -5.2615  -4.3267  1.6334
H  -5.1839  -2.8765  -3.0732
H  -5.7830  -3.3650  -1.5134
H  -5.3905  -4.6018  -2.7056
H  -1.2910  -6.8216  -0.7630
H  -0.9011  -5.8170  0.5746
H  -0.0332  -5.6139  -0.9280
C  1.8546  -4.1990  -6.1191
O  1.9948  -3.0387  -5.1980
P  2.3672  -2.9600  -3.7078
O  2.8554  -1.6240  -3.3624
O  1.1351  -3.4113  -2.8134
C  -0.1630  -2.8882  -3.0568
O  3.3464  -4.2425  -3.6026
C  3.9223  -4.8440  -2.4086
H  2.8129  -4.4353  -6.5649
H  1.2327  -3.7268  -6.9183
H  1.4899  -5.1433  -5.6062
H  -0.3337  -2.6742  -4.1184
H  -0.3819  -1.9250  -2.5371
H  -0.8160  -3.6313  -2.6156
H  3.8263  -5.8980  -2.5620
H  3.3941  -4.5373  -1.5501
H  4.9745  -4.4956  -2.4270
C  1.2458  2.3758  1.4180
O  0.9767  1.3411  0.5005
P  -0.3783  0.4819  0.3586
O  -1.4551  0.7493  1.3255
O  0.1707  -1.0040  0.4776
C  -0.8988  -2.0341  0.5087
O  -0.8558  0.7034  -1.1055
C  -0.0289  0.9045  -2.2360
H  0.6371  3.2248  1.1914
H  2.2743  2.7233  1.3211
H  1.0167  2.1505  2.4323
H  -0.4817  -2.8931  1.0655
H  -0.9836  -2.2876  -0.6127
H  -1.7926  -1.5748  0.9544
H  0.6429  1.7361  -2.0898
H  -0.6179  1.2209  -3.0633
H  0.5564  -0.0109  -2.4591
C  -3.9959  -2.6447  5.8811
O  -2.8552  -1.7960  5.9197
P  -2.4944  -1.0506  4.6005
O  -2.2782  -1.8353  3.3771
O  -1.1942  -0.1724  4.9887
C  -1.0640  1.2323  4.6024
O  -3.7730  -0.1034  4.5404
C  -4.1654  0.6366  3.2428
H  -4.0730  -2.9128  6.9050
H  -3.7343  -3.4492  5.1753
H  -4.8542  -2.1435  5.4779
H  -1.0424  1.2480  3.5011
H  -0.1434  1.5763  5.0770
H  -1.9107  1.8890  4.9607
H  -3.4248  0.4314  2.4640
H  -4.1303  1.7215  3.5882
H  -5.1425  0.2300  2.9642

Atoms 1-2, force components in eV/Å:
-0.568 -1.283 2.271
0.033 -0.235 1.448

spin multiplicity	1
max |F|	4.00	eV Å⁻¹
E_LUMO	-2.37	eV
HOMO	-10.0	eV

2.
DFT (wB97M-V/def2-TZVPD) results for a molecular structure, C34H20BCl3F4N8SV at a distorted geometry.

Atoms and positions in Å:
V  -0.3080  -0.6210  0.1699
C  -4.1126  -2.6403  0.6575
C  -2.8937  -2.2557  0.0839
N  -1.9077  -1.7327  0.7845
C  -2.0569  -1.6459  2.1337
C  -3.2411  -2.0087  2.7988
C  -4.3057  -2.4849  2.0023
C  -3.2860  -1.9068  4.2071
C  -2.1639  -1.5259  4.8924
C  -0.9580  -1.2251  4.2377
C  -0.8785  -1.2585  2.8560
N  0.1728  -1.0863  2.0025
C  1.4561  -1.5187  2.2167
C  2.2459  -1.4285  3.3456
C  3.5457  -1.9622  3.3545
C  4.0644  -2.6174  2.2718
C  3.2886  -2.7544  1.0984
C  3.7317  -3.4021  -0.0778
C  2.8800  -3.5298  -1.1393
C  1.5888  -2.9779  -1.0556
N  1.1715  -2.3011  -0.0106
C  1.9972  -2.1923  1.0695
H  -4.8903  -3.0244  0.0141
H  -2.7272  -2.3854  -0.9758
H  -5.2479  -2.7424  2.4711
H  -4.2037  -2.1573  4.7251
H  -2.1960  -1.4563  5.9735
H  -0.1047  -0.9314  4.8297
H  1.8922  -0.8924  4.2132
H  4.1550  -1.8198  4.2375
H  5.0688  -3.0225  2.2921
H  4.7414  -3.7948  -0.1149
H  3.1835  -4.0191  -2.0535
H  0.9037  -3.0840  -1.8840
C  1.3468  1.7750  -3.3179
C  0.5646  2.8131  -2.5681
C  0.6082  4.1657  -2.9881
C  -0.1142  5.0942  -2.3069
C  -0.9065  4.7068  -1.2021
C  -1.7186  5.6203  -0.5051
C  -2.4621  5.1841  0.5571
C  -2.3969  3.8516  0.9712
C  -1.6019  2.9054  0.3372
S  -1.6046  1.3213  1.0750
C  -0.8551  3.3346  -0.8170
N  -0.1290  2.4401  -1.5205
H  2.4119  2.0189  -3.2899
H  1.0261  1.7306  -4.3602
H  1.1854  0.7979  -2.8753
H  1.2128  4.4401  -3.8435
H  -0.0980  6.1395  -2.5983
H  -1.7600  6.6516  -0.8380
H  -3.1087  5.8751  1.0865
H  -2.9885  3.5220  1.8156
F  -0.0860  -3.3041  -4.6798
B  0.6259  -2.1143  -4.4319
F  0.3960  -1.1843  -5.4528
F  2.0041  -2.4118  -4.3452
F  0.2015  -1.5810  -3.1866
N  1.2793  0.4052  0.0947
C  2.3291  0.8461  0.3092
C  3.5766  1.3841  0.5775
C  4.1172  1.2989  1.8771
N  4.5928  1.2631  2.9304
C  4.3279  2.0577  -0.4049
N  4.9819  2.6244  -1.1712
Cl  -3.6338  1.9242  -2.8619
C  -3.0182  0.3032  -3.0629
Cl  -2.7986  -0.1747  -4.7082
Cl  -4.8523  -0.9641  -2.3890
C  -2.0171  -0.0296  -2.1776
N  -1.2432  -0.3247  -1.3561

Atoms 1-2, force components in eV/Å:
-1.754 -0.312 0.270
-0.221 -0.090 0.173

spin multiplicity	2
max |F|	2.56	eV Å⁻¹
E_LUMO (alpha / beta)	3.28 / 3.45	eV
HOMO (alpha / beta)	-1.8 / -1.7	eV
charge	-2